{"formula": "C23H23ClN2O5S", "method": "the ωB97M-V functional and the def2-TZVPD basis", "symbols": ["C", "C", "O", "C", "O", "C", "O", "C", "C", "Cl", "C", "C", "C", "N", "C", "S", "N", "C", "C", "C", "C", "C", "C", "C", "C", "C", "C", "O", "C", "C", "O", "C", "H", "H", "H", "H", "H", "H", "H", "H", "H", "H", "H", "H", "H", "H", "H", "H", "H", "H", "H", "H", "H", "H", "H"], "positions_angstrom": [[-7.19, -1.95, -0.32], [-6.56, -0.76, 0.37], [-6.03, 0.00, -0.64], [-4.83, -0.14, -0.72], [-4.23, -1.11, -0.19], [-4.22, 1.06, -1.79], [-3.37, 1.91, -1.04], [-2.22, 1.19, -0.37], [-1.14, 1.18, -1.05], [-1.11, 1.53, -2.67], [-0.10, 0.46, -0.57], [-0.07, -0.21, 0.74], [0.96, -0.67, 1.66], [1.11, -2.02, 1.08], [1.79, -2.51, 0.15], [1.64, -3.85, -0.98], [2.93, -1.70, -0.44], [3.19, -0.74, 0.22], [4.37, 0.02, -0.28], [4.38, 1.56, -0.82], [5.51, 1.94, -1.55], [6.68, 1.27, -1.08], [6.73, 0.03, -0.77], [5.50, -0.47, -0.17], [2.43, 0.08, 1.19], [2.73, 1.04, 2.14], [1.77, 1.79, 2.88], [3.97, 1.49, 2.06], [-1.23, 0.29, 1.61], [-2.35, 0.82, 0.86], [-3.58, 1.08, 1.72], [-3.67, 0.51, 2.97], [-7.60, -2.54, 0.16], [-6.34, -2.59, -0.74], [-7.78, -1.69, -1.09], [-5.85, -0.98, 1.12], [-7.48, -0.22, 0.79], [-3.66, 0.61, -2.56], [-4.98, 1.74, -2.08], [0.92, 0.28, -1.15], [1.03, -0.97, 2.62], [0.41, -2.84, 1.30], [3.60, -2.12, -1.19], [3.29, 1.95, -0.95], [5.38, 2.78, -1.79], [7.48, 1.67, -1.73], [7.55, -0.47, -0.52], [5.74, -1.66, 0.34], [2.11, 2.58, 3.21], [1.58, 1.04, 3.78], [0.81, 1.74, 2.36], [-1.35, -0.12, 2.51], [-4.75, 0.93, 3.27], [-2.88, 1.25, 3.54], [-3.65, -0.37, 3.11]], "nbo_charge": [-0.575, -0.086, -0.455, 0.793, -0.669, -0.118, -0.509, 0.144, -0.109, 0.085, -0.195, 0.007, -0.100, -0.566, 0.341, -0.293, -0.552, 0.331, -0.102, -0.078, -0.213, -0.182, -0.210, -0.144, -0.246, 0.458, -0.635, -0.650, -0.260, 0.391, -0.537, -0.187, 0.182, 0.204, 0.204, 0.220, 0.181, 0.185, 0.206, 0.237, 0.242, 0.445, 0.482, 0.215, 0.176, 0.202, 0.207, 0.177, 0.227, 0.206, 0.232, 0.200, 0.194, 0.164, 0.136], "de_lowest_kcal_mol": 484.5, "homo_lumo_gap_ev": 7.752, "total_charge": 0}


{"formula": "C4H9FNO7S2", "method": "the ωB97M-V functional and the def2-TZVPD basis", "symbols": ["O", "S", "O", "F", "C", "C", "N", "C", "C", "O", "H", "H", "H", "H", "H", "H", "H", "H", "H", "O", "S", "O", "O", "O"], "positions_angstrom": [[1.65, 1.75, 0.57], [2.19, 0.86, -0.48], [3.03, -0.18, 0.14], [3.12, 1.65, -1.57], [0.88, -0.01, -1.45], [-0.18, -0.57, -0.46], [-1.28, 0.35, -0.09], [-1.18, 1.74, -0.60], [-0.33, 1.94, -1.90], [0.28, 0.77, -2.46], [1.36, -0.87, -1.96], [-0.64, -1.45, -0.96], [0.31, -1.00, 0.46], [-1.28, 0.39, 0.95], [-2.16, -0.06, -0.39], [-2.22, 2.08, -0.82], [-0.79, 2.44, 0.17], [0.47, 2.68, -1.69], [-0.93, 2.39, -2.72], [-1.69, -2.91, 3.88], [-0.46, -2.99, 3.07], [-0.29, -4.36, 2.53], [0.72, -2.60, 3.86], [-0.60, -2.05, 1.91]], "nbo_charge": [-0.882, 2.230, -0.841, -0.473, -0.138, -0.325, -0.506, -0.273, -0.100, -0.497, 0.276, 0.260, 0.384, 0.495, 0.444, 0.220, 0.259, 0.195, 0.212, -1.109, 2.585, -1.102, -1.101, -1.213], "de_lowest_kcal_mol": 76.2, "homo_lumo_gap_ev": 3.559, "total_charge": -1}


{"formula": "C5H10O2", "method": "the ωB97M-V functional and the def2-TZVPD basis", "symbols": ["C", "O", "C", "C", "C", "C", "O", "H", "H", "H", "H", "H", "H", "H", "H", "H", "H"], "positions_angstrom": [[2.11, 0.80, 0.09], [1.19, 0.01, -0.64], [0.44, -0.98, -0.01], [-0.27, -0.75, 1.31], [-1.01, -0.69, 0.01], [-1.58, 0.62, -0.48], [-1.67, 0.67, -1.90], [2.96, 0.21, 0.45], [1.63, 1.32, 0.93], [2.46, 1.55, -0.63], [0.76, -1.99, -0.26], [-0.47, -1.61, 1.94], [-0.09, 0.18, 1.86], [-1.74, -1.48, -0.19], [-2.58, 0.60, -0.05], [-1.07, 1.53, -0.13], [-1.06, 0.02, -2.27]], "nbo_charge": [-0.241, -0.538, 0.085, -0.446, -0.281, -0.052, -0.722, 0.169, 0.164, 0.196, 0.189, 0.225, 0.222, 0.215, 0.173, 0.168, 0.473], "de_lowest_kcal_mol": 65.7, "homo_lumo_gap_ev": 10.738, "total_charge": 0}


{"formula": "C20H60InN16O33", "method": "the ωB97M-V functional and the def2-TZVPD basis", "symbols": ["C", "C", "C", "C", "O", "In", "H", "H", "H", "H", "H", "H", "H", "H", "H", "H", "H", "H", "C", "N", "O", "O", "H", "H", "H", "C", "N", "O", "O", "H", "H", "H", "C", "N", "O", "O", "H", "H", "H", "C", "N", "O", "O", "H", "H", "H", "C", "N", "O", "O", "H", "H", "H", "C", "N", "O", "O", "H", "H", "H", "C", "N", "O", "O", "H", "H", "H", "C", "N", "O", "O", "H", "H", "H", "C", "N", "O", "O", "H", "H", "H", "C", "N", "O", "O", "H", "H", "H", "C", "N", "O", "O", "H", "H", "H", "C", "N", "O", "O", "H", "H", "H", "C", "N", "O", "O", "H", "H", "H", "C", "N", "O", "O", "H", "H", "H", "C", "N", "O", "O", "H", "H", "H", "C", "N", "O", "O", "H", "H", "H"], "positions_angstrom": [[1.24, 1.75, 1.04], [2.38, 0.97, 1.70], [2.90, -0.17, 0.85], [2.85, 0.05, -0.63], [4.05, -0.30, -1.19], [3.87, -1.84, -2.60], [0.79, 1.25, 0.23], [1.60, 2.70, 0.80], [0.49, 1.89, 1.75], [1.99, 0.55, 2.58], [3.14, 1.61, 2.03], [3.92, -0.29, 1.08], [2.45, -1.07, 1.15], [2.08, -0.56, -1.03], [2.67, 1.07, -0.89], [2.42, -2.86, -2.30], [5.34, -2.86, -2.43], [3.83, -1.22, -4.30], [0.41, 4.12, 5.49], [0.03, 3.27, 4.34], [-0.99, 3.52, 3.79], [0.78, 2.39, 4.05], [-0.36, 4.86, 5.64], [0.49, 3.47, 6.36], [1.36, 4.58, 5.25], [1.62, -6.41, -3.94], [1.46, -4.99, -4.32], [2.41, -4.41, -4.71], [0.36, -4.52, -4.21], [2.65, -6.69, -4.09], [1.35, -6.49, -2.90], [0.96, -6.99, -4.57], [7.54, -1.00, -5.07], [9.01, -0.86, -5.18], [9.67, -1.85, -5.32], [9.47, 0.25, -5.13], [7.28, -2.04, -5.14], [7.23, -0.59, -4.11], [7.10, -0.44, -5.89], [-4.00, 3.62, 4.62], [-3.58, 4.05, 5.98], [-2.62, 3.53, 6.47], [-4.23, 4.90, 6.51], [-3.32, 2.86, 4.28], [-5.01, 3.24, 4.71], [-3.96, 4.49, 3.98], [-6.38, 2.43, 7.76], [-7.03, 1.70, 6.64], [-6.37, 1.46, 5.67], [-8.17, 1.40, 6.78], [-5.36, 2.64, 7.50], [-6.94, 3.35, 7.91], [-6.44, 1.80, 8.64], [-6.29, 4.44, 0.76], [-5.12, 4.65, 1.65], [-5.09, 5.66, 2.30], [-4.27, 3.81, 1.67], [-6.94, 5.28, 0.86], [-5.91, 4.35, -0.26], [-6.77, 3.53, 1.07], [-8.43, 6.33, 4.47], [-9.12, 5.61, 3.37], [-8.48, 5.38, 2.38], [-10.26, 5.32, 3.53], [-7.41, 6.52, 4.17], [-8.96, 7.25, 4.65], [-8.47, 5.68, 5.34], [-2.62, 1.24, -1.01], [-3.03, 2.40, -1.85], [-4.20, 2.54, -2.08], [-2.18, 3.12, -2.24], [-3.50, 0.69, -0.74], [-1.95, 0.63, -1.61], [-2.12, 1.63, -0.15], [0.37, -10.58, -6.66], [0.32, -9.46, -5.70], [1.05, -8.53, -5.89], [-0.44, -9.54, -4.79], [1.10, -10.36, -7.42], [0.64, -11.47, -6.11], [-0.62, -10.68, -7.10], [-1.75, 5.47, 0.53], [-0.65, 5.68, 1.49], [-0.67, 6.68, 2.16], [0.18, 4.84, 1.57], [-2.43, 6.31, 0.61], [-1.34, 5.40, -0.47], [-2.24, 4.55, 0.83], [-0.75, -1.33, 2.88], [-1.01, -0.97, 1.47], [-1.36, 0.16, 1.23], [-0.85, -1.81, 0.65], [-0.94, -0.46, 3.49], [-1.43, -2.14, 3.13], [0.28, -1.65, 2.94], [-2.01, -9.63, -1.55], [-1.36, -10.77, -0.85], [-0.29, -10.58, -0.37], [-1.95, -11.81, -0.83], [-1.36, -8.77, -1.49], [-2.17, -9.93, -2.58], [-2.95, -9.45, -1.05], [2.47, 4.49, -1.35], [2.07, 5.68, -2.15], [0.90, 5.85, -2.35], [2.93, 6.41, -2.54], [1.58, 3.95, -1.08], [3.12, 3.89, -1.97], [2.99, 4.86, -0.47], [-4.23, -13.49, 0.33], [-5.48, -13.82, -0.41], [-5.99, -14.88, -0.19], [-5.88, -13.01, -1.18], [-3.99, -14.31, 0.99], [-3.45, -13.33, -0.40], [-4.43, -12.58, 0.89], [11.61, 0.52, -2.64], [11.61, 0.31, -1.18], [12.28, -0.58, -0.74], [10.94, 1.04, -0.52], [12.26, -0.22, -3.10], [10.59, 0.40, -3.00], [11.97, 1.52, -2.83], [4.71, 8.60, -3.67], [6.18, 8.78, -3.82], [6.86, 7.81, -3.92], [6.58, 9.91, -3.82], [4.49, 7.54, -3.69], [4.41, 9.03, -2.73], [4.24, 9.11, -4.51]], "lowdin_charge": [-0.107, -0.220, -0.178, -0.447, -0.435, 0.283, 0.057, 0.032, 0.012, 0.065, 0.090, 0.095, 0.088, 0.052, 0.087, -0.104, -0.150, -0.143, 0.050, -0.444, 0.057, 0.088, 0.087, 0.100, 0.103, 0.033, -0.487, 0.041, 0.048, 0.096, 0.101, 0.050, 0.052, -0.473, 0.075, 0.042, 0.094, 0.101, 0.101, 0.034, -0.460, 0.070, 0.054, 0.087, 0.082, 0.071, 0.057, -0.473, 0.069, 0.084, 0.073, 0.102, 0.102, 0.055, -0.441, 0.071, 0.052, 0.063, 0.102, 0.108, 0.060, -0.465, 0.057, 0.096, 0.091, 0.101, 0.098, 0.042, -0.471, 0.050, 0.072, 0.096, 0.112, 0.066, 0.054, -0.460, 0.080, 0.077, 0.095, 0.101, 0.101, 0.057, -0.464, 0.071, 0.065, 0.094, 0.093, 0.075, 0.057, -0.450, 0.038, 0.106, 0.091, 0.097, 0.100, 0.057, -0.467, 0.101, 0.042, 0.097, 0.091, 0.101, 0.058, -0.460, 0.084, 0.051, 0.079, 0.111, 0.107, 0.041, -0.483, 0.072, 0.073, 0.094, 0.068, 0.102, 0.047, -0.484, 0.067, 0.078, 0.094, 0.076, 0.101, 0.039, -0.483, 0.085, 0.058, 0.062, 0.101, 0.101], "homo_lumo_gap_ev": 5.689, "total_charge": -1}


{"formula": "C36H44N5O3", "method": "the ωB97M-V functional and the def2-TZVPD basis", "symbols": ["C", "O", "C", "C", "C", "C", "C", "O", "C", "C", "N", "C", "C", "N", "C", "C", "C", "C", "C", "N", "C", "C", "C", "C", "C", "C", "C", "C", "C", "O", "N", "C", "C", "C", "C", "C", "C", "C", "C", "N", "C", "C", "C", "C", "H", "H", "H", "H", "H", "H", "H", "H", "H", "H", "H", "H", "H", "H", "H", "H", "H", "H", "H", "H", "H", "H", "H", "H", "H", "H", "H", "H", "H", "H", "H", "H", "H", "H", "H", "H", "H", "H", "H", "H", "H", "H", "H", "H"], "positions_angstrom": [[1.91, 1.85, 3.07], [1.50, 0.66, 2.35], [2.29, -0.46, 2.40], [3.65, -0.40, 2.72], [4.32, -1.55, 3.12], [3.64, -2.76, 3.24], [2.27, -2.80, 2.90], [1.45, -3.83, 3.23], [2.03, -4.93, 3.97], [1.61, -1.69, 2.36], [0.17, -1.72, 2.28], [-0.64, -2.06, 3.34], [-1.91, -1.58, 3.12], [-1.91, -0.91, 1.94], [-3.08, -0.34, 1.32], [-0.58, -0.86, 1.36], [-0.59, -1.17, -0.06], [-0.25, -0.18, -1.00], [0.34, 1.04, -0.71], [0.30, 2.12, -1.53], [0.90, 3.38, -1.11], [0.19, 4.06, 0.08], [0.92, 5.31, 0.50], [2.24, 5.22, 0.96], [2.95, 6.39, 1.27], [2.34, 7.64, 1.12], [1.00, 7.72, 0.70], [0.29, 6.56, 0.40], [0.82, 4.21, -2.38], [1.36, 5.30, -2.59], [0.07, 3.51, -3.29], [-0.13, 4.00, -4.62], [-0.27, 2.15, -2.89], [-1.80, 1.97, -2.87], [0.38, 1.13, -3.83], [-1.17, -2.43, -0.51], [-1.29, -3.56, 0.34], [-1.83, -4.75, -0.10], [-2.27, -4.87, -1.44], [-2.74, -6.09, -1.96], [-4.14, -6.44, -1.83], [-2.16, -6.58, -3.19], [-2.23, -3.74, -2.28], [-1.70, -2.55, -1.83], [1.10, 2.56, 2.92], [2.04, 1.61, 4.14], [2.85, 2.25, 2.66], [4.16, 0.56, 2.73], [5.38, -1.50, 3.37], [4.14, -3.64, 3.67], [1.21, -5.63, 4.10], [2.85, -5.39, 3.40], [2.41, -4.59, 4.95], [-0.28, -2.61, 4.20], [-2.76, -1.64, 3.79], [-2.78, 0.42, 0.58], [-3.68, -1.11, 0.81], [-3.69, 0.16, 2.09], [-0.16, 0.13, 1.49], [-0.48, -0.41, -2.03], [0.94, 1.20, 0.19], [1.97, 3.21, -0.86], [-0.84, 4.30, -0.23], [0.13, 3.34, 0.91], [2.72, 4.24, 1.03], [3.98, 6.31, 1.62], [2.90, 8.55, 1.34], [0.52, 8.69, 0.60], [-0.74, 6.60, 0.05], [0.11, 5.07, -4.63], [0.52, 3.48, -5.34], [-1.17, 3.86, -4.92], [-2.27, 2.78, -2.30], [-2.17, 1.99, -3.90], [-2.08, 1.01, -2.41], [1.39, 1.47, -4.09], [0.47, 0.14, -3.38], [-0.23, 1.04, -4.74], [-0.90, -3.49, 1.36], [-1.90, -5.63, 0.54], [-4.53, -6.16, -0.85], [-4.75, -5.95, -2.61], [-4.23, -7.53, -1.97], [-1.06, -6.53, -3.14], [-2.47, -7.62, -3.32], [-2.49, -6.02, -4.08], [-2.64, -3.81, -3.29], [-1.73, -1.71, -2.51]], "lowdin_charge": [-0.026, -0.163, -0.205, -0.029, -0.070, -0.016, -0.210, -0.108, -0.043, -0.040, 0.000, -0.080, -0.075, -0.129, -0.026, -0.229, -0.036, -0.004, 0.043, 0.059, -0.155, -0.075, -0.240, -0.048, -0.067, -0.072, -0.065, -0.036, -0.368, 0.104, -0.037, -0.002, -0.456, 0.017, 0.018, -0.138, 0.026, 0.033, -0.233, -0.238, -0.068, -0.076, 0.003, -0.003, 0.087, 0.113, 0.081, 0.109, 0.116, 0.110, 0.096, 0.097, 0.105, 0.117, 0.125, 0.084, 0.092, 0.097, 0.122, 0.068, 0.139, 0.170, 0.132, 0.111, 0.102, 0.107, 0.108, 0.109, 0.117, 0.103, 0.101, 0.096, 0.102, 0.092, 0.077, 0.108, 0.071, 0.101, 0.105, 0.127, 0.091, 0.091, 0.089, 0.095, 0.089, 0.081, 0.123, 0.104], "de_lowest_kcal_mol": 8.0, "homo_lumo_gap_ev": 4.346, "total_charge": 1}


{"formula": "C4H7NO3", "method": "the ωB97M-V functional and the def2-TZVPD basis", "symbols": ["C", "C", "C", "O", "O", "C", "N", "O", "H", "H", "H", "H", "H", "H", "H"], "positions_angstrom": [[-1.95, -0.74, 0.79], [-0.84, -0.96, 0.09], [-0.04, 0.18, -0.55], [-0.12, -0.46, -1.80], [-0.56, 1.46, -0.41], [1.41, 0.14, -0.14], [1.76, 0.86, 0.92], [2.17, -0.37, -0.99], [-2.38, -1.52, 1.40], [-2.44, 0.22, 0.82], [-0.39, -1.94, 0.03], [1.01, -0.77, -1.88], [-1.48, 1.43, -0.73], [2.74, 0.94, 1.18], [1.10, 1.53, 1.28]], "nbo_charge": [-0.446, -0.163, 0.348, -0.744, -0.704, 0.654, -0.772, -0.614, 0.204, 0.185, 0.215, 0.506, 0.494, 0.411, 0.426], "de_lowest_kcal_mol": 60.3, "homo_lumo_gap_ev": 9.720, "total_charge": 0}